Record 1
Molecular formula: C28H37N9O3Sc
Method: DFT, ωB97M-V/def2-TZVPD

**Energy above the lowest of the compared OMol25 structures with the same formula, charge and spin**: 2.6 kcal per mole
**Charge**: +3
**Gap between HOMO and LUMO**: 8.9 eV
**LUMO level**: -7.2 eV
**HOMO**: -16.1 eV

Structure (XYZ):
```
78
Properties=species:S:1:pos:R:3:forces:R:3:mulliken_charge:R:1
Sc 0.03927 -0.50431 -0.18232 0.07 -0.13 -0.09 -0.5480
C 1.57428 -3.24460 0.51299 -0.03 -0.11 0.06 -0.6476
N 0.17473 -2.90049 0.16427 0.08 0.04 -0.04 0.1935
C -0.78521 -3.40288 1.16176 -0.04 -0.04 -0.01 -1.4624
C -1.06524 -2.29060 2.11892 0.03 0.06 0.04 0.1190
N -0.78019 -1.03485 1.81700 -0.07 0.01 -0.09 1.6273
C -1.24467 -0.26702 2.89291 0.00 0.03 0.09 -0.5295
C -1.22903 1.11200 3.10133 0.00 -0.01 0.06 0.2780
C -1.78283 1.57314 4.28000 0.03 0.04 -0.05 -1.2899
C -2.33350 0.70043 5.23091 -0.02 -0.03 0.04 -0.7049
C -2.35206 -0.66605 5.03632 -0.01 0.02 -0.01 -1.1752
C -1.80047 -1.12271 3.84536 -0.01 0.06 -0.04 0.9670
N -1.66099 -2.40309 3.31290 0.03 -0.06 -0.07 -0.1109
C 2.47670 -2.38622 -0.30619 -0.01 0.01 -0.04 -0.1105
N 2.05431 -1.22917 -0.76396 -0.04 0.07 0.00 0.8363
C 3.13151 -0.66457 -1.44610 0.08 0.04 -0.02 -0.0976
C 3.24260 0.54109 -2.13590 0.05 0.01 -0.04 -0.1427
C 4.46195 0.82061 -2.71937 -0.06 0.04 0.00 -0.9958
C 5.54559 -0.06698 -2.62735 0.03 -0.04 0.00 -0.6214
C 5.44578 -1.26665 -1.95319 -0.01 0.02 -0.01 -1.0816
C 4.21441 -1.54077 -1.36893 0.03 0.07 -0.03 0.6689
N 3.75443 -2.62987 -0.63623 -0.09 -0.13 0.11 -0.1136
H 1.77940 -4.30852 0.36993 0.00 0.01 -0.01 0.6002
H 1.72201 -3.02529 1.57451 0.01 -0.01 0.00 0.3095
H -0.03065 -3.30868 -0.74323 0.00 -0.03 0.02 0.2905
H -0.42105 -4.29444 1.67933 0.00 0.01 -0.01 0.5206
H -1.71326 -3.68449 0.66021 0.00 0.02 -0.01 0.4403
H -0.77588 1.78714 2.38739 0.01 -0.02 -0.02 0.4306
H -1.78052 2.63430 4.49066 0.00 0.00 0.00 0.4948
H -2.74747 1.11176 6.14099 0.00 -0.01 0.01 0.4632
H -2.77214 -1.33641 5.77336 0.00 -0.01 0.00 0.4963
H -1.95101 -3.26728 3.74621 -0.01 0.02 0.03 0.2753
H 2.41228 1.22970 -2.23292 -0.03 -0.03 0.03 0.4848
H 4.59034 1.74250 -3.27007 0.00 0.00 0.00 0.4713
H 6.47904 0.19723 -3.10442 0.01 -0.01 0.01 0.4507
H 6.28087 -1.95043 -1.88959 0.00 -0.01 0.00 0.4783
H 4.27599 -3.46225 -0.40744 0.03 0.02 -0.01 0.2581
C -0.17139 -1.03379 -4.98352 0.02 0.01 0.04 -0.9900
N -1.40338 -1.10693 -4.18874 0.04 -0.01 -0.09 0.0515
C -2.64673 -1.19828 -4.96261 0.02 -0.01 0.07 -1.0195
C -1.36954 -1.04174 -2.88357 -0.10 -0.03 0.07 0.8739
O -0.29562 -0.96250 -2.22818 0.11 0.13 0.12 -0.5620
C -2.66695 -1.08255 -2.09459 -0.08 -0.04 -0.01 -1.2090
O -2.37252 -0.94448 -0.70054 0.08 0.08 -0.03 -0.2739
C -3.11643 0.08408 -0.05275 0.00 -0.05 0.11 -1.7688
C -2.31457 1.37673 -0.10246 -0.10 0.06 0.01 0.8680
O -1.08794 1.28442 -0.39769 -0.04 -0.06 0.05 -0.4817
N -2.89738 2.51271 0.19169 0.08 0.00 -0.04 0.1865
C -2.11713 3.75364 0.23296 0.00 -0.02 -0.01 -0.8696
C -4.29194 2.57847 0.65292 0.05 -0.02 0.00 -0.9072
H -0.28530 -0.25052 -5.73112 0.00 0.00 0.00 0.3844
H -0.01102 -1.98605 -5.48718 0.00 0.00 0.00 0.3580
H 0.66895 -0.81003 -4.33588 0.01 -0.01 -0.03 0.2667
H -2.46210 -1.82251 -5.83333 0.01 0.01 -0.01 0.3659
H -2.95160 -0.20663 -5.29599 -0.03 -0.01 -0.02 0.3384
H -3.44108 -1.66217 -4.38493 -0.02 0.03 -0.02 0.4119
H -3.17912 -2.03568 -2.24466 0.02 0.00 -0.02 0.5070
H -3.33507 -0.28849 -2.43420 0.02 0.01 0.02 0.7270
H -3.24087 -0.20510 0.99356 -0.01 0.01 -0.01 0.4461
H -4.10987 0.18379 -0.48734 0.03 -0.01 -0.03 0.9386
H -1.22516 3.63679 -0.37203 0.01 0.03 0.02 0.2069
H -1.84474 3.98539 1.26342 0.00 0.02 -0.01 0.3192
H -2.72254 4.56311 -0.16659 -0.01 -0.01 0.00 0.4303
H -4.95345 2.04852 -0.02837 -0.03 0.01 0.03 0.3550
H -4.59634 3.62009 0.66910 0.00 0.00 0.01 0.3284
H -4.37696 2.17216 1.66129 -0.05 0.00 -0.01 0.3415
C 3.40154 3.83514 1.52231 -0.02 -0.07 0.00 -0.8439
N 2.74805 2.52512 1.51528 0.00 0.00 -0.02 0.1301
C 3.02859 1.48335 2.36267 -0.02 0.01 0.01 -1.0436
C 2.17612 0.48030 2.02764 0.03 -0.01 0.03 -0.7227
N 1.37256 0.89378 0.98445 -0.03 0.02 -0.07 1.7214
C 1.75496 2.13553 0.71141 -0.08 -0.04 -0.06 -0.8739
H 4.46952 3.69481 1.66371 0.00 0.02 0.00 0.3489
H 2.99906 4.44453 2.32791 0.02 0.03 -0.01 0.3317
H 3.23138 4.31927 0.56478 -0.01 0.03 0.02 0.3397
H 3.79156 1.56084 3.11767 -0.01 -0.05 0.02 0.5362
H 2.07764 -0.49193 2.48041 0.01 0.00 0.00 0.4545
H 1.33749 2.76552 -0.05703 0.00 0.00 -0.01 0.4754
```
Forces are in eV/Å.

***

Record 2
Molecular formula: C28H37N9S3Ti
Method: DFT, ωB97M-V/def2-TZVPD

**Charge**: +2
**Gap between HOMO and LUMO**: 5.2 eV
**LUMO level**: -7.6 eV
**HOMO**: -12.8 eV

Structure (XYZ):
```
78
Properties=species:S:1:pos:R:3:forces:R:3:mulliken_charge:R:1
Ti -1.91200 -0.63216 0.98046 0.25 1.55 1.77 -0.8772
C -4.53534 0.56026 -2.41821 -0.01 0.04 0.04 -1.7051
C -3.56812 -0.00755 -1.43936 -0.21 -0.03 0.15 0.8542
N -3.66596 -0.00548 -0.15635 0.03 0.13 -0.38 0.6087
C -4.75010 0.66910 0.55184 -0.09 0.12 0.29 -0.5063
C -4.15710 1.29950 1.80452 -0.30 -0.05 -0.25 -1.1957
N -3.25296 0.33624 2.47234 -0.62 0.25 0.07 0.0100
C -3.94569 -0.60079 3.39285 -0.03 -0.30 -0.12 -0.6870
C -4.13546 -1.95545 2.72183 -0.09 0.23 0.20 -0.7382
N -2.87836 -2.33424 2.04798 -0.14 -0.20 0.09 0.0310
C -1.84799 -2.88734 2.96683 0.33 -0.10 -0.04 -0.7334
C -0.57815 -3.16443 2.14573 0.00 -0.07 0.28 -1.1221
N -0.60877 -2.26106 1.00191 0.59 -0.66 -0.73 0.6415
C 0.13969 -2.43458 -0.03108 0.04 -0.23 0.45 0.5960
C 1.33341 -3.31623 -0.06509 -0.05 -0.11 -0.05 -1.8387
C -0.42134 -1.78655 -1.22730 -0.46 0.23 -0.42 0.4010
C -0.04641 -2.03864 -2.54452 0.03 -0.10 0.06 -1.0343
C -0.87262 -1.61583 -3.56343 0.00 0.00 0.06 -0.7204
C -2.05151 -0.93209 -3.26045 -0.02 0.07 0.02 -0.8185
C -2.35391 -0.68777 -1.93934 0.27 -0.06 -0.17 0.4168
N -1.54511 -1.10835 -0.94798 0.28 -0.62 -1.53 1.0916
H -5.22292 1.27584 -1.97994 0.01 -0.02 0.02 0.4394
H -5.12960 -0.25071 -2.84824 0.03 -0.01 -0.03 0.3539
H -3.99883 1.05094 -3.22859 -0.02 0.00 -0.02 0.4785
H -5.51722 -0.06635 0.80780 0.01 -0.01 -0.06 0.1879
H -5.22434 1.44909 -0.04083 -0.02 -0.06 -0.03 0.5424
H -4.95352 1.63229 2.47313 0.03 -0.02 0.03 0.4616
H -3.56729 2.16366 1.50998 0.05 -0.01 0.08 0.4238
H -2.61148 0.88758 3.03118 0.12 -0.05 -0.03 0.4142
H -4.91785 -0.20575 3.69042 0.05 0.04 0.09 0.4083
H -3.34311 -0.71717 4.29296 0.04 0.09 -0.01 0.4253
H -4.91737 -1.90041 1.96506 0.01 -0.06 -0.01 0.3047
H -4.43476 -2.69582 3.46760 -0.02 -0.05 -0.08 0.4145
H -3.08534 -3.06843 1.37234 -0.05 0.04 -0.05 0.3175
H -2.19726 -3.80020 3.45254 -0.06 0.03 -0.02 0.5596
H -1.63633 -2.15181 3.73950 -0.09 0.00 0.02 0.4561
H -0.58116 -4.18903 1.76436 -0.02 0.03 0.00 0.6609
H 0.31286 -3.04820 2.76387 0.00 0.09 -0.04 0.2856
H 1.88644 -3.23242 0.86967 0.02 0.04 -0.02 0.4507
H 1.99190 -3.04766 -0.88654 0.02 0.03 0.02 0.3402
H 1.03574 -4.36342 -0.18334 -0.02 0.01 -0.02 0.3791
H 0.86365 -2.57979 -2.75967 0.02 0.01 0.03 0.4374
H -0.62312 -1.83194 -4.59326 0.02 0.03 0.00 0.5405
H -2.71042 -0.61274 -4.05441 -0.05 0.00 0.03 0.5063
S -0.31741 -0.16384 2.73409 -0.02 0.04 -0.11 -0.2830
C 0.49669 1.31442 2.33134 0.02 0.36 -0.02 1.3622
C 1.54153 1.75091 3.14380 -0.02 -0.01 -0.08 -1.2936
C 2.23682 2.90738 2.82875 -0.25 -0.24 -0.11 0.4293
C 3.30143 3.31085 3.69414 0.21 0.09 0.13 -0.3186
N 4.14297 3.57645 4.42941 -0.02 0.02 -0.09 -0.4406
C 1.88597 3.63489 1.67456 -0.06 -0.18 0.11 0.3347
C 0.82589 3.21705 0.88928 -0.06 0.03 -0.06 -0.6431
C 0.11760 2.06138 1.21159 0.10 0.04 0.39 0.3515
S -1.23038 1.55666 0.24674 -0.12 -0.45 0.16 -0.2977
C 2.65284 4.77324 1.27221 0.16 0.21 -0.11 -0.3398
N 3.29170 5.65160 0.89750 -0.04 -0.05 0.03 -0.4832
H 1.81362 1.17486 4.01778 0.05 0.06 0.02 0.5604
H 0.55614 3.78149 0.00685 0.03 0.02 0.00 0.5927
C 3.30703 -1.18374 -4.17357 -0.09 0.10 0.03 -1.0437
C 2.61662 0.13754 -3.85230 0.12 -0.22 -0.06 -0.2178
N 3.38790 0.93690 -2.91708 0.15 0.08 -0.04 0.0801
C 3.14728 1.05215 -1.60980 -0.14 -0.08 0.25 0.0231
S 1.84141 0.28277 -0.82288 -0.01 -0.20 -0.05 -0.2799
N 3.93919 1.83574 -0.87156 0.26 0.11 -0.11 -0.0327
C 5.23893 2.39202 -1.25291 0.02 -0.19 0.04 -0.6958
C 6.36992 1.39281 -1.03124 -0.05 0.08 -0.04 -0.8980
H 2.74691 -1.73394 -4.93145 0.02 -0.01 -0.01 0.3553
H 3.39655 -1.80090 -3.27758 0.02 0.01 0.01 0.1741
H 4.30886 -1.00627 -4.56432 0.01 -0.06 -0.02 0.4280
H 1.64287 -0.03427 -3.39963 -0.05 0.09 -0.01 -0.1075
H 2.48035 0.72206 -4.76316 -0.03 0.03 0.03 0.3514
H 4.20547 1.39306 -3.29131 -0.02 0.03 0.03 0.1740
H 3.72671 1.83691 0.11259 -0.09 -0.07 0.01 0.0673
H 5.38957 3.28256 -0.64465 -0.02 0.04 -0.06 0.3721
H 5.20523 2.72013 -2.29241 -0.01 0.14 0.05 0.3330
H 6.36202 1.03329 -0.00225 0.02 0.01 0.00 0.2877
H 7.33238 1.86785 -1.21687 0.01 -0.02 -0.03 0.3889
H 6.27446 0.53189 -1.69448 0.01 -0.01 0.01 0.2466
```
Forces are in eV/Å.

***

> Which value of HOMO does entry 1 give?

-16.1 eV